1.
{"formula": "C3H3Cl2NO", "method": "ωB97M-V with the def2-TZVPD basis set", "lumo_energy_ev": 0.7, "gap_ev": 11.06, "multiplicity": 1, "smiles": "ClC1(Cl)CC=NO1", "total_charge": 0, "e_above_lowest_kj_mol": 178.1, "e_homo_ev": -10.335, "species": ["Cl", "C", "Cl", "C", "C", "N", "O", "H", "H", "H"], "positions_angstrom": [[-2.90988, -1.46790, 0.07818], [-2.05404, 0.07504, -0.21111], [-2.94355, 1.36216, 0.65776], [-0.54417, -0.13295, 0.21014], [0.09526, 0.26407, -1.09603], [-0.70812, 0.39564, -2.05315], [-1.97682, 0.23964, -1.62161], [-0.22651, -1.11055, 0.32176], [-0.33183, 0.57711, 0.95197], [1.08150, 0.43891, -1.31696]], "lowdin_charge": [0.63, -1.16, 0.63, -0.14, -0.12, 0.07, -0.18, 0.08, 0.09, 0.09]}

---

2.
{"formula": "C5H27NO8", "method": "ωB97M-V with the def2-TZVPD basis set", "lumo_energy_ev": 0.3, "gap_ev": 9.38, "multiplicity": 1, "total_charge": 0, "e_above_lowest_kj_mol": 307.4, "e_homo_ev": -9.071, "species": ["C", "O", "C", "C", "C", "C", "N", "H", "H", "H", "H", "H", "H", "H", "H", "H", "H", "H", "H", "H", "H", "H", "O", "H", "H", "O", "H", "H", "O", "H", "H", "O", "H", "H", "O", "H", "H", "O", "H", "H", "O"], "positions_angstrom": [[-1.13240, 1.33676, -1.16725], [0.30221, 1.17990, -1.38049], [-1.56039, 0.59889, 0.12021], [-2.78679, -0.24681, -0.05869], [-3.30461, -0.93074, 1.21900], [-2.25745, -1.45663, 2.17380], [-1.68105, 1.60220, 1.22009], [-1.14068, 2.41895, -1.03395], [-1.71692, 1.02754, -2.02093], [0.46741, 0.40442, -1.96409], [-0.68983, -0.01494, 0.40032], [-3.56711, 0.46365, -0.38358], [-2.65925, -0.92625, -0.90831], [-4.02685, -0.27532, 1.72965], [-4.05376, -1.72713, 1.07821], [-1.73913, -0.57923, 2.59089], [-1.56320, -2.12045, 1.67909], [-2.61749, -1.92207, 3.08797], [-2.53429, 1.44136, 1.74266], [-0.85776, 1.58234, 1.80548], [1.37287, 0.65730, 1.05489], [2.17834, -0.66068, 1.63669], [1.64586, -0.25931, 0.93891], [-0.13435, -3.32267, -2.00489], [1.35382, -3.08858, -2.33776], [0.46920, -3.21246, -2.74240], [0.92437, 2.25032, 3.21582], [1.80996, 2.09150, 1.90101], [1.74895, 1.89005, 2.84934], [2.07759, 3.55530, 0.36927], [1.38030, 2.57764, -0.55201], [1.92263, 2.61848, 0.25672], [2.37917, -1.44374, -0.40021], [3.15873, -1.57517, -1.70867], [2.40400, -1.94153, -1.24849], [4.42126, 0.97205, -1.22443], [2.88791, 0.64206, -0.95400], [3.67039, 0.42335, -1.45877], [0.69245, -2.00822, -2.48477], [1.83742, -0.94508, -2.37030], [0.91846, -1.07706, -2.66602]], "lowdin_charge": [-0.16, -0.14, -0.39, -0.17, -0.27, -0.11, 0.06, 0.11, 0.11, 0.04, 0.11, 0.12, 0.12, 0.10, 0.10, 0.06, 0.07, 0.07, 0.06, 0.05, 0.00, 0.08, -0.05, 0.09, 0.08, 0.04, 0.05, -0.03, -0.07, 0.07, 0.05, -0.05, 0.05, 0.05, -0.08, 0.06, 0.00, -0.03, -0.15, 0.00, -0.11]}

---

3.
{"formula": "C46H100O26", "method": "ωB97M-V with the def2-TZVPD basis set", "lumo_energy_ev": 0.6, "gap_ev": 9.63, "multiplicity": 1, "smiles": "CCOC(C)=O.CCOC(C)=O.CCOC(C)=O.CCOC(C)=O.COC(=O)OC.COC(=O)OC.COCCOCCOC.COCCOCCOC.COCCOCCOC.COCCOCCOC", "total_charge": 0, "e_homo_ev": -9.051, "species": ["C", "C", "O", "C", "C", "O", "H", "H", "H", "H", "H", "H", "H", "H", "C", "C", "O", "C", "C", "O", "H", "H", "H", "H", "H", "H", "H", "H", "C", "C", "O", "C", "C", "O", "H", "H", "H", "H", "H", "H", "H", "H", "C", "C", "O", "C", "C", "O", "H", "H", "H", "H", "H", "H", "H", "H", "C", "O", "C", "O", "O", "C", "H", "H", "H", "H", "H", "H", "C", "O", "C", "O", "O", "C", "H", "H", "H", "H", "H", "H", "C", "O", "C", "C", "O", "C", "C", "O", "C", "H", "H", "H", "H", "H", "H", "H", "H", "H", "H", "H", "H", "H", "H", "C", "O", "C", "C", "O", "C", "C", "O", "C", "H", "H", "H", "H", "H", "H", "H", "H", "H", "H", "H", "H", "H", "H", "C", "O", "C", "C", "O", "C", "C", "O", "C", "H", "H", "H", "H", "H", "H", "H", "H", "H", "H", "H", "H", "H", "H", "C", "O", "C", "C", "O", "C", "C", "O", "C", "H", "H", "H", "H", "H", "H", "H", "H", "H", "H", "H", "H", "H", "H"], "positions_angstrom": [[0.45196, -2.48719, 1.25192], [0.17485, -1.71389, -0.04723], [-1.17458, -1.30278, -0.24069], [-2.03409, -2.03989, -0.99832], [-3.38872, -1.31950, -0.99406], [-1.66969, -3.04189, -1.55013], [1.51870, -2.48929, 1.39314], [0.24500, -3.50628, 1.08335], [-0.06323, -2.05859, 2.07368], [0.67924, -0.74434, 0.08437], [0.62307, -2.26001, -0.91774], [-3.19174, -0.25383, -1.31326], [-3.84662, -1.30887, 0.02478], [-4.07919, -1.73905, -1.73918], [-1.86338, -5.65384, 2.43980], [-2.69679, -4.47778, 1.79128], [-2.50962, -3.33100, 2.54998], [-3.32075, -3.25325, 3.67789], [-2.74359, -2.26399, 4.62773], [-4.27443, -3.96519, 3.87986], [-0.80719, -5.21160, 2.57749], [-1.74023, -6.47354, 1.74017], [-2.25487, -5.93795, 3.42203], [-2.42308, -4.13697, 0.79191], [-3.75812, -4.80130, 1.83051], [-1.67318, -2.15130, 4.30476], [-2.72191, -2.62065, 5.65358], [-3.35907, -1.34183, 4.53959], [-3.84428, 4.29876, -4.37807], [-3.01189, 4.04881, -3.17990], [-3.64379, 4.38170, -1.94907], [-3.98059, 3.38125, -1.15540], [-4.61440, 3.83757, 0.07388], [-3.80414, 2.18921, -1.42193], [-3.22757, 4.17455, -5.32578], [-4.20347, 5.35565, -4.46189], [-4.70038, 3.61761, -4.48542], [-2.71915, 3.00034, -3.18741], [-2.09700, 4.60266, -3.23899], [-5.31166, 4.65626, -0.31132], [-3.83643, 4.17946, 0.72038], [-5.16926, 3.01960, 0.59861], [-0.12932, 1.34338, -2.46020], [0.27512, 2.15812, -1.20318], [1.55871, 2.67652, -1.32951], [1.74700, 3.86793, -1.94150], [3.10962, 4.39911, -1.85964], [0.75001, 4.43516, -2.42388], [0.40483, 0.37477, -2.52949], [0.02314, 1.96234, -3.33747], [-1.18561, 1.20636, -2.35808], [-0.44115, 2.96420, -1.03844], [0.20784, 1.57518, -0.27027], [3.26649, 4.51096, -0.74335], [3.26371, 5.44416, -2.27018], [3.92404, 3.72679, -2.11533], [3.51197, 2.52224, -4.86847], [2.91981, 1.34198, -4.17465], [3.57363, 0.88316, -3.15834], [4.45832, 1.46819, -2.51883], [3.08551, -0.30679, -2.84526], [3.67225, -0.99758, -1.66216], [3.13339, 3.40208, -4.39681], [3.23500, 2.56746, -5.85771], [4.59582, 2.60235, -4.76297], [4.75541, -1.03448, -1.73422], [3.24689, -2.00002, -1.72131], [3.41863, -0.42867, -0.77713], [-1.37732, 5.52489, 0.22723], [-1.49356, 4.09065, 0.63335], [-0.47855, 3.54645, 1.34766], [0.55246, 4.06433, 1.65362], [-0.72985, 2.29058, 1.78186], [-1.89657, 1.50670, 1.38433], [-1.84752, 6.17905, 1.00968], [-1.90922, 5.64422, -0.65962], [-0.29331, 5.73714, 0.10160], [-2.78593, 1.93048, 1.95524], [-1.75963, 0.48029, 1.63717], [-2.14802, 1.74234, 0.35251], [-3.07491, -1.59980, -5.61654], [-1.64729, -1.60091, -5.67783], [-1.05379, -2.10169, -4.53338], [0.44859, -1.91734, -4.37677], [1.11117, -2.58962, -5.44575], [2.14084, -1.80682, -5.98879], [3.43982, -2.15373, -5.38531], [4.46050, -1.31966, -5.96741], [5.86665, -1.64978, -5.50027], [-3.46503, -1.11873, -4.76341], [-3.50702, -2.56410, -5.51468], [-3.29738, -1.08743, -6.61407], [-1.11655, -3.24075, -4.48198], [-1.45958, -1.66021, -3.63615], [0.69043, -2.31625, -3.39017], [0.76323, -0.86278, -4.39968], [1.86371, -0.72854, -5.90795], [2.22676, -2.00321, -7.07268], [3.57523, -3.18341, -5.76129], [3.56908, -2.11917, -4.28929], [6.49172, -1.29043, -6.30568], [5.94146, -2.71641, -5.30719], [5.96003, -1.08771, -4.58439], [2.75995, -0.67197, 3.07767], [3.43482, -1.25439, 1.93728], [4.07739, -2.38779, 2.29770], [4.59588, -3.16201, 1.11443], [3.39847, -3.72006, 0.54144], [3.67467, -4.80165, -0.32741], [2.29957, -5.27066, -0.92950], [1.95145, -4.68197, -2.14646], [0.90357, -5.21511, -2.93286], [3.49917, -0.54730, 3.88551], [1.87295, -1.25376, 3.37584], [2.35293, 0.31252, 2.77783], [3.50018, -3.12122, 2.83118], [4.88624, -2.05128, 2.97375], [5.20836, -4.03308, 1.41733], [4.98054, -2.45366, 0.34541], [4.09788, -5.63712, 0.31244], [4.48056, -4.58502, -1.09356], [1.53037, -5.24826, -0.16755], [2.52445, -6.32693, -1.09774], [0.78559, -6.30983, -2.76515], [0.98387, -4.99674, -3.99232], [0.00809, -4.69651, -2.67854], [-2.67698, 1.79390, 5.65878], [-3.95892, 2.33089, 6.00647], [-5.02246, 1.45514, 5.91792], [-5.62809, 1.24637, 4.47654], [-4.75260, 0.41528, 3.72085], [-5.23903, -0.14839, 2.52330], [-6.18765, -1.30431, 2.63754], [-7.48787, -0.81837, 2.53376], [-8.44105, -1.83326, 2.51990], [-2.73660, 1.41556, 4.64876], [-2.36442, 1.01010, 6.33848], [-1.99706, 2.59304, 5.74275], [-5.83847, 1.85277, 6.53585], [-4.81235, 0.48629, 6.34740], [-5.79245, 2.22567, 3.91090], [-6.62078, 0.76396, 4.52109], [-4.27995, -0.44960, 2.00014], [-5.64166, 0.70173, 1.93810], [-5.98875, -1.79789, 3.57675], [-5.89082, -1.97930, 1.83017], [-8.23088, -2.53280, 3.32389], [-8.47702, -2.27888, 1.52942], [-9.39899, -1.39179, 2.66390], [1.17385, 2.09701, 5.86614], [2.45216, 2.16896, 5.23829], [2.59807, 3.30239, 4.38858], [4.08219, 3.33928, 4.01757], [4.38974, 2.38277, 3.04739], [4.22571, 2.70345, 1.73150], [4.85806, 1.67420, 0.78599], [6.24742, 1.70790, 1.00765], [7.03385, 1.41547, -0.11032], [1.19799, 1.17637, 6.44966], [0.30564, 2.03351, 5.17416], [0.96852, 2.95681, 6.52067], [2.33056, 4.18096, 4.94079], [2.04075, 3.10061, 3.46238], [4.69590, 3.15916, 4.94478], [4.30793, 4.36173, 3.65918], [4.58173, 3.70386, 1.35069], [3.16718, 2.74536, 1.53364], [4.59635, 1.89731, -0.20271], [4.42617, 0.66265, 0.94552], [8.06184, 1.72453, 0.16328], [6.76132, 1.96731, -1.01687], [7.07851, 0.35475, -0.33782]], "lowdin_charge": [-0.03, -0.18, -0.05, -0.52, 0.04, 0.09, 0.05, 0.05, 0.06, 0.11, 0.12, 0.08, 0.07, 0.09, -0.04, -0.24, -0.07, -0.51, 0.03, 0.10, 0.09, 0.06, 0.07, 0.11, 0.12, 0.10, 0.09, 0.08, -0.08, -0.24, 0.01, -0.56, 0.03, 0.05, 0.10, 0.09, 0.08, 0.11, 0.12, 0.13, 0.06, 0.10, -0.01, -0.22, -0.01, -0.50, 0.02, 0.06, 0.07, 0.08, 0.05, 0.10, 0.11, 0.11, 0.12, 0.07, 0.05, 0.03, -0.64, 0.06, -0.03, 0.03, 0.07, 0.07, 0.11, 0.09, 0.09, 0.08, 0.03, -0.07, -0.62, 0.14, -0.03, 0.00, 0.12, 0.05, 0.10, 0.11, 0.08, 0.07, -0.08, -0.16, -0.23, -0.18, -0.11, -0.22, -0.22, -0.21, -0.02, 0.06, 0.07, 0.12, 0.15, 0.10, 0.11, 0.11, 0.13, 0.14, 0.13, 0.12, 0.08, 0.08, 0.07, -0.05, -0.21, -0.28, -0.15, -0.20, -0.18, -0.20, -0.19, -0.08, 0.10, 0.08, 0.09, 0.13, 0.14, 0.14, 0.13, 0.13, 0.14, 0.12, 0.11, 0.10, 0.08, 0.05, -0.07, -0.17, -0.21, -0.15, -0.21, -0.19, -0.22, -0.17, -0.10, 0.07, 0.09, 0.06, 0.12, 0.12, 0.14, 0.12, 0.12, 0.13, 0.12, 0.13, 0.09, 0.09, 0.08, -0.11, -0.20, -0.18, -0.18, -0.11, -0.22, -0.19, -0.16, -0.12, 0.09, 0.08, 0.09, 0.12, 0.11, 0.15, 0.13, 0.14, 0.10, 0.07, 0.11, 0.09, 0.08, 0.08]}

---

4.
{"formula": "C4H9Cl", "method": "ωB97M-V with the def2-TZVPD basis set", "lumo_energy_ev": 0.8, "gap_ev": 11.59, "multiplicity": 1, "total_charge": 0, "e_above_lowest_kj_mol": 411.7, "e_homo_ev": -10.809, "species": ["C", "C", "C", "C", "H", "H", "H", "H", "H", "H", "H", "H", "H", "Cl"], "positions_angstrom": [[-1.39676, -1.17020, -0.03520], [-0.50986, -0.02808, 0.39531], [0.69461, -0.03190, -0.26899], [1.28762, 1.27014, 0.05219], [-2.73571, -0.72919, -0.14820], [-1.00656, -1.67109, -1.19901], [-1.20482, -2.13937, 0.71911], [-0.51716, 0.00475, 1.47237], [-1.01354, 0.89194, -0.35144], [0.50101, 0.07756, -1.29556], [1.18732, 1.47592, 1.24671], [0.80998, 2.20374, -0.33039], [2.20356, 1.41483, -0.35141], [1.70030, -1.56904, 0.09451]], "lowdin_charge": [-0.20, -0.45, -0.82, -0.15, 0.16, 0.14, 0.10, 0.11, 0.20, 0.09, 0.15, 0.10, 0.03, 0.54]}